# 1
Formula: C29H30BCaN7O4S2
Source: the OMol25 dataset
Level of theory: wB97M-V/def2-TZVPD

Gap between HOMO and LUMO in eV: 4.928
Net charge: -2
Multiplicity: 1
HOMO energy in eV: -1.7
Energy relative to the best compared isomer or geometry (same formula, charge and spin) in kJ/mol: 17.6

CARTESIAN COORDINATES (ANGSTROEM)
Ca1 -0.27062 -0.64198 0.16455
C1 0.55220 2.85086 0.12910
N1 -0.38471 2.10050 0.95873
C2 0.00488 2.17150 2.36923
C3 1.33287 1.52278 2.68470
N2 1.35637 0.05351 2.63824
C4 0.55379 -0.52196 3.70535
C5 2.72990 -0.35267 2.64273
C6 3.35956 -0.75198 3.81416
C7 4.70768 -1.09205 3.83763
C8 5.43803 -1.01557 2.66167
C9 4.81425 -0.63748 1.48122
C10 3.44835 -0.32017 1.42086
S1 2.67013 -0.04892 -0.11389
C11 -1.75639 2.50340 0.81280
C12 -2.09202 3.72954 0.24328
C13 -3.41256 4.13434 0.09423
C14 -4.42313 3.29827 0.53973
C15 -4.10012 2.07766 1.11078
C16 -2.77723 1.63099 1.25593
S2 -2.48893 0.04589 1.93959
H1 0.68120 3.88743 0.48170
H2 0.18836 2.86218 -0.89523
H3 1.51795 2.35054 0.13195
H4 -0.79105 1.71281 2.95437
H5 0.07827 3.23192 2.66997
H6 1.62287 1.85355 3.69860
H7 2.10370 1.87962 2.00154
H8 0.83794 -0.14818 4.70418
H9 0.65931 -1.60727 3.68517
H10 -0.49590 -0.28268 3.52975
H11 2.78647 -0.81159 4.73133
H12 5.17108 -1.41294 4.76299
H13 6.49164 -1.27250 2.65152
H14 5.37044 -0.62479 0.55175
H15 -1.31029 4.38797 -0.10479
H16 -3.63721 5.08956 -0.36586
H17 -5.46402 3.58326 0.43309
H18 -4.88563 1.40771 1.43855
B1 -1.90616 -3.77160 1.55523
N3 -2.30072 -3.58516 0.05950
C17 -2.94498 -4.45241 -0.73401
C18 -3.05601 -3.89619 -1.99300
C19 -2.42122 -2.65431 -1.86651
N4 -1.97808 -2.47489 -0.62676
N5 -0.35267 -3.85193 1.62444
C20 0.40685 -4.85463 2.07910
C21 1.73599 -4.51060 1.91542
C22 1.68497 -3.24020 1.33473
N6 0.42216 -2.84290 1.18050
H19 -2.34356 -4.84780 1.92188
H20 -2.30422 -2.84201 2.21078
H21 -3.27249 -5.39666 -0.33402
H22 -3.51919 -4.31738 -2.86911
H23 -2.25946 -1.88656 -2.60598
H24 -0.05898 -5.74450 2.46704
H25 2.61230 -5.08467 2.16350
H26 2.48634 -2.60605 1.00158
O1 0.31216 -0.82890 -2.33106
C23 -0.33351 0.22622 -2.48888
O2 -1.09277 0.74396 -1.63470
C24 -0.18485 0.96141 -3.80999
C25 -0.95523 2.09079 -4.06274
C26 -0.82473 2.77116 -5.26199
C27 0.09189 2.30085 -6.18822
C28 0.87722 1.18236 -5.95768
C29 0.72940 0.51337 -4.75546
N7 0.23773 3.01457 -7.46290
O3 0.99947 2.54451 -8.29890
O4 -0.51279 3.95774 -7.68120
H27 -1.64807 2.41533 -3.29663
H28 -1.41238 3.64890 -5.48629
H29 1.58373 0.85836 -6.70740
H30 1.31442 -0.36322 -4.51141

Cartesian forces (eV/Å) of the 2 atoms listed first:
Ca -0.01 0.00 0.21
C -0.05 -0.05 0.00



# 2
Formula: C29H30BrN3OP2S2SbSe4Sr
Source: the OMol25 dataset
Level of theory: wB97M-V/def2-TZVPD

Gap between HOMO and LUMO (alpha / beta) in eV: 5.571 / 5.093
Net charge: -1
Multiplicity: 1
HOMO energy (alpha / beta) in eV: -5.0 / -5.0

CARTESIAN COORDINATES (ANGSTROEM)
Sr1 0.08770 0.46288 -0.25270
Br1 -1.09902 2.29124 7.29113
C1 -1.13669 1.89411 5.43181
C2 -2.16708 2.40254 4.63767
C3 -2.20557 2.11560 3.29630
C4 -1.21180 1.32138 2.65838
O1 -1.27209 1.07089 1.40184
C5 -0.17606 0.80467 3.50168
C6 0.87793 -0.06889 3.03879
N1 1.08408 -0.43909 1.82955
C7 2.17825 -1.26173 1.51444
C8 3.37961 -1.25147 2.17826
C9 4.44721 -2.07775 1.76631
C10 4.31552 -2.90836 0.69270
C11 3.10279 -2.92997 -0.03665
C12 2.91603 -3.72440 -1.19032
C13 1.73907 -3.65942 -1.87454
C14 0.73668 -2.78211 -1.41296
N2 0.87158 -2.03366 -0.34832
C15 2.03669 -2.09574 0.35549
C16 -0.16623 1.10591 4.87350
H1 -2.93384 3.02233 5.08443
H2 -3.00541 2.50736 2.68016
H3 1.52519 -0.45153 3.83685
H4 3.52797 -0.57158 3.00694
H5 5.38487 -2.02642 2.30468
H6 5.13729 -3.53364 0.36594
H7 3.72409 -4.36387 -1.52593
H8 1.57326 -4.23658 -2.77357
H9 -0.18571 -2.65714 -1.97361
H10 0.63015 0.70851 5.49171
C17 -3.76070 -1.55056 -1.72958
P1 -2.78563 -0.84038 -0.34301
C18 -3.11765 -2.09821 0.95713
C19 -3.94788 0.48302 0.21285
C20 -3.86388 1.75945 -0.63439
P2 -2.15795 2.42488 -0.99462
C21 -2.07883 3.93774 0.04665
C22 -2.52461 3.23500 -2.60426
H11 -4.76782 -1.83282 -1.41184
H12 -3.24591 -2.42661 -2.12640
H13 -3.82239 -0.82457 -2.54111
H14 -4.18448 -2.19865 1.17288
H15 -2.59212 -1.81454 1.87043
H16 -2.72842 -3.06324 0.62836
H17 -3.69860 0.69383 1.25249
H18 -4.96877 0.08584 0.18562
H19 -4.45656 2.55584 -0.17429
H20 -4.30858 1.56704 -1.61524
H21 -3.02399 4.48728 0.03957
H22 -1.29083 4.57593 -0.35594
H23 -1.80491 3.69068 1.07065
H24 -3.40702 3.87872 -2.55060
H25 -2.66551 2.47303 -3.37094
H26 -1.66298 3.83810 -2.89458
S1 -0.97165 -0.09851 -3.53579
C23 0.72510 -0.10318 -3.51623
N3 1.48627 0.04235 -2.45501
C24 2.82951 -0.09761 -2.73980
C25 3.85999 -0.02686 -1.80250
C26 5.16865 -0.21159 -2.21556
C27 5.46441 -0.46321 -3.55513
C28 4.45105 -0.52929 -4.50046
C29 3.13928 -0.34848 -4.08553
S2 1.65982 -0.39435 -4.99621
H27 3.63093 0.16722 -0.75943
H28 5.96571 -0.13652 -1.48696
H29 6.49407 -0.59220 -3.86312
H30 4.67824 -0.71677 -5.54247
Se1 5.34365 1.62689 1.46696
Sb1 3.95461 3.30245 0.22368
Se2 4.49426 3.03525 -2.20742
Se3 4.89403 5.43799 0.81565
Se4 1.60206 2.89738 0.68668

Cartesian forces (eV/Å) of the 2 atoms listed first:
Sr 0.25 -0.27 -2.14
Br 0.00 0.00 0.00



# 3
Formula: C29H30Cl5MoO5
Source: the OMol25 dataset
Level of theory: wB97M-V/def2-TZVPD

⟨S²⟩: 2.020
Gap between HOMO and LUMO (alpha / beta) in eV: 3.910 / 4.219
Net charge: -1
Multiplicity: 3
HOMO energy (alpha / beta) in eV: -1.8 / -2.2

CARTESIAN COORDINATES (ANGSTROEM)
C1 0.35198 -0.88229 -3.93074
C2 0.07712 -1.57884 -2.58521
C3 -0.03240 0.60903 -3.76051
C4 -0.91187 0.64855 -2.49837
H1 -0.59584 0.90229 -4.65172
H2 0.86983 1.22912 -3.69633
C5 -1.11660 -0.79707 -2.02115
H3 0.96725 -1.45091 -1.95024
H4 -0.11904 -2.65070 -2.72946
C6 -1.20627 -0.74482 -0.50903
H5 -2.04180 -1.22432 -2.44431
H6 -1.89231 1.07491 -2.75425
C7 -0.37326 1.41782 -1.24852
C8 1.76980 -1.09645 -4.42213
C9 -0.42578 -1.52912 -5.07448
O1 -0.97955 -0.93724 -5.98170
O2 2.73730 -1.27411 -3.69542
O3 1.85300 -1.11535 -5.76449
O4 -0.41108 -2.87027 -5.00423
C10 -0.99420 -3.50399 -6.14484
H7 -0.83199 -4.56933 -5.98798
H8 -0.49403 -3.16069 -7.05601
H9 -2.06302 -3.27371 -6.20542
C11 3.17617 -1.37753 -6.22380
H10 3.88445 -0.65292 -5.80402
H11 3.12512 -1.29697 -7.30862
H12 3.48240 -2.38731 -5.92216
O5 -0.46882 0.32278 0.05153
H13 -0.86996 -1.66682 -0.02519
H14 -2.25848 -0.55732 -0.24597
C12 -1.33499 2.53402 -0.92631
C13 1.07608 1.83888 -1.29975
H15 1.20377 2.62769 -2.05359
H16 1.72688 0.99096 -1.54283
H17 1.37562 2.24922 -0.33011
H18 -0.95702 3.13715 -0.09774
H19 -2.30840 2.11362 -0.64734
H20 -1.45894 3.18148 -1.80656
Mo1 -0.48836 -0.17401 2.95691
C14 -2.25369 -0.43845 4.38074
C15 -2.68704 -0.30502 3.01619
C16 -2.19086 -1.45229 2.29556
H21 -3.32294 0.47260 2.60845
C17 -1.42800 -2.24948 3.20094
C18 -1.46271 -1.62011 4.48842
H22 -1.07525 -2.04939 5.40764
H23 -2.57771 0.18322 5.20443
H24 -2.48978 -1.74577 1.30079
H25 -0.99237 -3.21955 2.97235
C19 2.33506 0.45248 3.11595
C20 2.07275 -0.47538 4.14932
C21 1.38487 -1.59570 3.58660
H26 2.42993 -0.41772 5.17401
C22 1.24924 -1.36860 2.15843
C23 1.81974 -0.06195 1.88884
H27 2.00611 0.32714 0.89312
H28 2.93304 1.35487 3.20676
H29 1.19632 -2.54193 4.09029
H30 0.95731 -2.10107 1.40924
Cl1 -0.02334 0.34993 6.81795
C24 -0.15484 1.76798 5.85502
C25 -0.30025 1.64990 4.48107
C26 -0.19473 2.76975 3.69805
Cl2 -0.09299 2.46426 1.99412
C27 -0.11299 4.06996 4.22364
Cl3 -0.07280 5.42122 3.17735
C28 -0.05427 4.21232 5.63078
Cl4 0.04164 5.77068 6.31491
C29 -0.05431 3.05720 6.45240
Cl5 0.07208 3.21345 8.14873

Cartesian forces (eV/Å) of the 2 atoms listed first:
C 0.04 -0.68 -0.67
C 0.32 0.29 -0.02



# 4
Formula: C29H30Cl5O5Sn
Source: the OMol25 dataset
Level of theory: wB97M-V/def2-TZVPD

Gap between HOMO and LUMO in eV: 5.236
Net charge: -1
Multiplicity: 1
HOMO energy in eV: -3.2
Energy relative to the best compared isomer or geometry (same formula, charge and spin) in kJ/mol: 0.0

CARTESIAN COORDINATES (ANGSTROEM)
C1 0.27742 -0.26321 -7.48107
C2 -0.06278 -0.80462 -6.07830
C3 -0.04114 1.25444 -7.47022
C4 -1.03922 1.42060 -6.30191
H1 -0.49577 1.50006 -8.44067
H2 0.88150 1.83126 -7.33359
C5 -1.27391 0.02378 -5.66413
H3 0.79916 -0.58903 -5.43308
H4 -0.25453 -1.88606 -6.09058
C6 -1.44426 0.24832 -4.17919
H5 -2.17964 -0.44583 -6.07206
H6 -1.99444 1.78887 -6.71056
C7 -0.64909 2.31547 -5.08155
C8 1.66626 -0.63954 -7.95349
C9 -0.51687 -0.97151 -8.58285
O1 -1.15357 -0.43223 -9.46702
O2 2.55249 -1.08082 -7.24445
O3 1.77427 -0.49304 -9.28672
O4 -0.33722 -2.30198 -8.49968
C10 -0.81715 -3.07285 -9.60825
H7 -0.59358 -4.10407 -9.32663
H8 -0.26441 -2.81610 -10.51335
H9 -1.89469 -2.92217 -9.75671
C11 3.03228 -0.89072 -9.82401
H10 3.85000 -0.33623 -9.34486
H11 2.95395 -0.65775 -10.88206
H12 3.17716 -1.96680 -9.67997
O5 -0.99565 1.56506 -3.84194
H13 -0.92151 -0.48471 -3.54965
H14 -2.50900 0.20930 -3.91615
C12 -1.44832 3.61871 -5.14226
C13 0.83914 2.64004 -4.96756
H15 1.17059 3.28057 -5.79632
H16 1.43202 1.71903 -4.95331
H17 1.00641 3.17504 -4.02995
H18 -1.32831 4.19052 -4.21810
H19 -2.51518 3.41752 -5.28134
H20 -1.08885 4.22852 -5.98325
Sn1 -0.13152 0.68994 -0.25502
C14 -2.10635 -0.17039 1.23726
C15 -2.46907 0.07145 -0.15815
C16 -2.30796 -1.19022 -0.85252
H21 -3.02387 0.93817 -0.52103
C17 -1.86587 -2.14985 0.07900
C18 -1.75599 -1.54028 1.35639
H22 -1.53044 -2.05411 2.29149
H23 -2.25546 0.52921 2.05475
H24 -2.57368 -1.36851 -1.89472
H25 -1.68144 -3.20578 -0.12876
C19 2.27164 0.66268 0.26107
C20 2.11311 -0.35858 1.27535
C21 2.08252 -1.61382 0.62225
H26 2.12929 -0.18380 2.34657
C22 2.26434 -1.40936 -0.77156
C23 2.37434 -0.02366 -1.02203
H27 2.61950 0.46539 -1.96936
H28 2.56640 1.69388 0.44777
H29 2.00236 -2.57893 1.11941
H30 2.38638 -2.20586 -1.51127
Cl1 -0.01991 1.11945 3.49280
C24 -0.09658 2.56368 2.54414
C25 -0.17241 2.48737 1.15173
C26 -0.25413 3.63889 0.39651
Cl2 -0.37518 3.46623 -1.34230
C27 -0.23665 4.91268 0.98348
Cl3 -0.32394 6.31490 0.01488
C28 -0.14169 5.00899 2.39890
Cl4 -0.13606 6.54441 3.13809
C29 -0.07542 3.83270 3.18052
Cl5 0.01671 3.95126 4.88263

Cartesian forces (eV/Å) of the 2 atoms listed first:
C -0.23 -0.55 -0.55
C 0.41 0.17 -0.28



| no. | E (eV) |
| --- | --- |
| 1 | -89972.080 |
| 2 | -416134.962 |
| 3 | -105262.523 |
| 4 | -109240.134 |